[1]
Formula: C6H18ClO6Zn
Source: the OMol25 dataset
Level of theory: wB97M-V/def2-TZVPD

Geometry as XYZ:
```
32
Properties=species:S:1:pos:R:3
Zn 12.921 -3.699 5.093
Cl 12.317 -2.082 5.333
C 8.455 -2.057 4.394
C 9.974 -2.347 4.608
O 10.761 -1.150 4.514
O 8.489 -1.261 3.178
H 7.943 -1.517 5.191
H 7.899 -2.983 4.248
H 10.285 -2.988 3.783
H 10.259 -2.870 5.521
H 11.594 -1.457 4.881
H 7.611 -1.029 2.867
C 14.975 0.058 6.559
C 14.644 -1.415 6.800
O 13.379 -1.726 7.197
O 14.622 0.783 7.698
H 14.423 0.413 5.689
H 16.051 0.134 6.403
H 15.354 -1.826 7.517
H 14.851 -2.011 5.911
H 12.812 -1.947 6.454
H 15.127 0.324 8.373
C 12.363 0.849 6.255
C 10.875 0.460 6.612
O 10.878 -0.948 6.895
O 13.219 0.829 7.412
H 12.408 1.851 5.828
H 12.802 0.156 5.537
H 10.252 0.522 5.719
H 10.365 1.156 7.280
H 11.057 -1.523 6.147
H 13.125 -0.050 7.787
```

Summary:
Charge ... +1
Highest occupied orbital energy ... -9.651 eV
Strongest force on any atom ... 17.97 eV/Å
Energy relative to the best compared isomer or geometry (same formula, charge and spin) ... 656.63 kcal/mol
DFT total energy ... -2929.0684 hartree

[2]
Formula: C6H18F6KN3O20P2S6
Source: the OMol25 dataset
Level of theory: wB97M-V/def2-TZVPD

Geometry as XYZ:
```
62
Properties=species:S:1:pos:R:3
K 0.765 1.682 0.255
N 2.966 1.917 -1.730
S 3.484 0.603 -2.443
O 3.553 -0.572 -1.611
O 4.542 0.791 -3.379
F 2.186 0.294 -3.320
S 4.052 1.968 -0.427
O 5.442 1.981 -0.713
O 3.537 1.503 0.823
F 3.805 3.536 -0.218
N -0.605 3.934 -0.422
S -1.716 4.308 -1.524
O -1.266 4.390 -2.873
O -2.763 5.180 -1.109
F -2.421 2.854 -1.490
S -0.182 5.308 0.247
O -0.843 5.581 1.466
O 0.175 6.411 -0.581
F 1.283 4.776 0.618
N 0.347 3.262 4.936
S 1.880 2.963 5.379
O 2.784 2.839 4.289
O 2.044 2.162 6.538
F 2.135 4.437 5.934
S -0.078 1.974 4.167
O -0.199 0.789 4.968
O 0.393 1.789 2.829
F -1.616 2.355 3.935
C 2.326 -1.768 2.194
O 1.119 -2.558 2.320
P -0.116 -2.333 1.377
O -0.352 -0.951 0.965
O 0.008 -3.377 0.196
C 1.078 -3.307 -0.755
O -1.321 -2.936 2.196
C -1.437 -4.355 2.393
H 2.151 -0.884 1.587
H 3.058 -2.379 1.662
H 2.689 -1.551 3.191
H 1.627 -2.366 -0.655
H 0.635 -3.231 -1.743
H 1.746 -4.162 -0.694
H -1.148 -4.533 3.429
H -0.782 -4.947 1.758
H -2.474 -4.613 2.192
C -3.532 -2.220 -4.995
O -2.369 -1.746 -4.329
P -1.937 -2.343 -2.934
O -1.463 -3.723 -2.957
O -3.202 -2.027 -2.052
C -3.177 -2.377 -0.656
O -0.836 -1.340 -2.419
C -1.171 0.041 -2.358
H -3.313 -2.349 -6.054
H -4.299 -1.447 -4.918
H -3.919 -3.154 -4.590
H -4.202 -2.473 -0.318
H -2.580 -1.650 -0.100
H -2.616 -3.308 -0.525
H -0.318 0.686 -2.180
H -1.844 0.291 -1.530
H -1.714 0.376 -3.241
```

Summary:
Charge ... -2
Highest occupied orbital energy ... -4.894 eV
Strongest force on any atom ... 4.83 eV/Å
Energy relative to the best compared isomer or geometry (same formula, charge and spin) ... 0.00 kcal/mol
DFT total energy ... -6179.8504 hartree

[3]
Formula: C6H18FKO3
Source: the OMol25 dataset
Level of theory: wB97M-V/def2-TZVPD

Geometry as XYZ:
```
29
Properties=species:S:1:pos:R:3
K -2.749 3.256 4.426
F -1.383 1.757 0.806
C 2.827 1.296 2.834
C 3.183 0.302 1.681
O 2.365 0.585 0.535
H 1.792 1.360 3.172
H 2.939 2.268 2.353
H 3.496 1.241 3.692
H 3.036 -0.721 2.027
H 4.260 0.440 1.581
H 1.566 1.057 0.783
C -0.895 -3.272 1.034
C -1.418 -2.636 2.307
O -2.536 -1.810 2.094
H -1.562 -4.087 0.755
H 0.091 -3.691 1.234
H -0.722 -2.631 0.169
H -0.730 -1.943 2.790
H -1.674 -3.484 2.942
H -2.239 -0.944 1.805
C -0.981 1.121 -5.334
C -0.910 1.299 -3.803
O -1.962 1.967 -3.300
H -0.471 1.921 -5.871
H -2.002 1.056 -5.708
H -0.525 0.198 -5.693
H -0.015 1.893 -3.619
H -0.884 0.308 -3.349
H -1.894 1.896 -2.345
```

Summary:
Highest occupied orbital energy ... -7.590 eV
Strongest force on any atom ... 3.02 eV/Å
Energy relative to the best compared isomer or geometry (same formula, charge and spin) ... 97.82 kcal/mol
DFT total energy ... -1164.8019 hartree

[4]
Formula: C6H18FO3S3Sn
Source: the OMol25 dataset
Level of theory: wB97M-V/def2-TZVPD

Geometry as XYZ:
```
32
Properties=species:S:1:pos:R:3
Sn -2.397 -0.820 -1.016
F -2.514 0.899 -3.059
C -1.858 0.248 2.890
S -1.121 1.602 1.975
O -1.392 1.418 0.497
C -2.162 2.942 2.596
H -1.835 0.563 3.935
H -1.290 -0.682 2.934
H -2.842 0.044 2.467
H -2.006 3.875 2.060
H -1.777 3.142 3.597
H -3.185 2.576 2.535
C 0.639 0.597 -4.361
S 0.970 -0.230 -2.755
O -0.213 -1.171 -2.661
C 0.619 1.243 -1.811
H 1.363 1.406 -4.461
H -0.370 1.007 -4.399
H 0.797 -0.199 -5.084
H -0.390 1.574 -2.074
H 1.315 2.058 -2.012
H 0.709 1.033 -0.747
C 2.500 -2.398 -0.322
S 1.506 -1.311 0.735
O 0.061 -1.526 0.362
C 1.703 -2.357 2.227
H 2.798 -1.810 -1.185
H 1.883 -3.234 -0.655
H 3.308 -2.840 0.256
H 2.768 -2.392 2.447
H 1.305 -3.360 2.078
H 1.106 -1.897 3.012
```

Summary:
Charge ... +1
Highest occupied orbital energy ... -12.407 eV
Strongest force on any atom ... 4.41 eV/Å
Energy relative to the best compared isomer or geometry (same formula, charge and spin) ... 0.00 kcal/mol
DFT total energy ... -1973.5011 hartree

[5]
Formula: C6H18IN3P
Source: the OMol25 dataset
Level of theory: wB97M-V/def2-TZVPD

Geometry as XYZ:
```
29
Properties=species:S:1:pos:R:3
C -1.625 -1.657 1.585
C -0.688 0.466 2.677
C 1.465 2.160 -0.630
C -0.873 2.219 0.073
C 1.032 -2.459 -1.150
C -0.343 -0.750 -2.232
N -0.830 -0.376 1.492
N 0.280 1.365 -0.274
N 0.199 -1.254 -0.986
P 0.441 -0.153 0.399
I 4.585 -0.409 -1.210
H -1.242 -2.270 2.444
H -2.783 -1.466 1.537
H -1.457 -2.405 0.758
H -1.493 1.243 2.932
H -0.428 -0.205 3.420
H 0.155 1.199 2.470
H 1.422 2.488 -1.765
H 1.637 3.170 -0.039
H 2.406 1.652 -0.573
H -0.725 3.345 0.303
H -1.603 2.306 -0.835
H -1.512 1.800 0.846
H 1.264 -2.900 -0.142
H 0.456 -3.103 -1.691
H 1.931 -2.246 -1.741
H -1.147 -1.410 -2.640
H -0.892 0.221 -2.014
H 0.366 -0.566 -3.015
```

Summary:
Charge ... +1
Highest occupied orbital energy (alpha / beta) ... -12.887 / -12.383 eV
Strongest force on any atom ... 3.45 eV/Å
Energy relative to the best compared isomer or geometry (same formula, charge and spin) ... 7.25 kcal/mol
DFT total energy ... -1042.3618 hartree

[6]
Formula: C6H18N2O
Source: the OMol25 dataset
Level of theory: wB97M-V/def2-TZVPD

Geometry as XYZ:
```
27
Properties=species:S:1:pos:R:3
C 1.273 -2.413 -0.079
C 0.683 -1.746 -1.348
C 1.402 -0.351 -1.446
C 1.051 0.714 -0.409
N 1.954 0.653 0.716
C -0.444 0.755 0.234
N -1.313 1.021 -0.970
C -2.678 0.658 -0.968
H 0.764 -3.374 0.121
H 0.933 -1.861 0.847
H 2.333 -2.529 -0.073
H 0.843 -2.240 -2.330
H -0.457 -1.618 -1.259
H 1.093 0.157 -2.364
H 2.466 -0.484 -1.568
H 1.018 1.714 -1.049
H 2.950 0.302 0.464
H 2.268 1.540 1.172
H -0.651 -0.203 0.625
H -0.566 1.724 0.821
H -0.894 0.921 -1.819
H -3.291 1.258 -1.637
H -2.901 -0.435 -1.103
H -3.272 0.873 0.070
O -1.536 0.740 3.603
H -0.865 0.120 3.537
H -1.701 0.804 2.595
```

Summary:
Highest occupied orbital energy ... -8.540 eV
Structure (SMILES) ... CCC[C@H](N)CNC.O
Strongest force on any atom ... 4.82 eV/Å
Energy relative to the best compared isomer or geometry (same formula, charge and spin) ... 52.69 kcal/mol
DFT total energy ... -424.0659 hartree

[7]
Formula: C6H18N2O
Source: the OMol25 dataset
Level of theory: wB97M-V/def2-TZVPD

Geometry as XYZ:
```
27
Properties=species:S:1:pos:R:3
C 1.583 0.751 -1.019
C 0.305 -0.660 -2.531
C 1.676 1.986 -1.910
N 0.357 -0.017 -1.226
O 0.325 -1.048 -0.255
H -0.865 -0.831 0.460
H 2.470 0.107 -1.153
H 1.570 1.063 0.029
H -0.601 -1.263 -2.580
H 0.263 0.093 -3.319
H 1.172 -1.320 -2.700
H 1.809 1.725 -2.961
H 0.770 2.589 -1.821
H 2.530 2.600 -1.614
C -0.643 -1.852 2.190
C -1.917 -0.325 0.949
C -1.581 0.990 1.634
N 0.572 -1.345 2.267
H 1.012 -1.224 1.331
H 0.747 -0.620 2.949
H -0.812 -2.627 1.460
H -1.301 -1.788 3.045
H -2.739 -0.860 1.427
H -2.243 -0.142 -0.086
H -0.722 1.458 1.148
H -1.331 0.856 2.693
H -2.409 1.705 1.594
```

Summary:
Highest occupied orbital energy (alpha / beta) ... -6.899 / -6.899 eV
Strongest force on any atom ... 0.58 eV/Å
Energy relative to the best compared isomer or geometry (same formula, charge and spin) ... 114.33 kcal/mol
DFT total energy ... -423.9677 hartree

[8]
Formula: C6H18N2O2P
Source: the OMol25 dataset
Level of theory: wB97M-V/def2-TZVPD

Geometry as XYZ:
```
29
Properties=species:S:1:pos:R:3
C -1.591 -1.278 2.993
C 2.523 3.667 -1.715
C -0.714 -1.355 -0.409
C -1.417 -0.440 0.629
C -1.671 -1.663 -1.468
C -0.905 -0.457 2.026
N -0.997 -2.464 -2.491
N 0.255 0.072 2.255
O 1.497 2.244 0.421
O 3.006 1.247 -1.367
P 1.582 2.105 -1.259
H -2.563 -0.880 3.483
H -0.941 -1.571 3.881
H -1.973 -2.104 2.371
H 3.559 3.797 -1.259
H 2.722 3.525 -2.809
H 2.055 4.543 -1.329
H -0.363 -2.382 0.052
H 0.242 -1.133 -0.911
H -2.465 -0.937 0.623
H -1.312 0.532 0.165
H -2.173 -0.709 -2.005
H -2.577 -2.223 -1.018
H -1.601 -2.787 -3.263
H -0.595 -3.189 -1.942
H 2.148 2.779 0.845
H 2.894 0.396 -1.011
H 0.667 0.111 3.158
H 0.706 0.555 1.353
```

Summary:
Charge ... +1
Highest occupied orbital energy ... -12.326 eV
Strongest force on any atom ... 4.65 eV/Å
Energy relative to the best compared isomer or geometry (same formula, charge and spin) ... 24.37 kcal/mol
DFT total energy ... -840.5014 hartree

[9]
Formula: C6H18N3O
Source: the OMol25 dataset
Level of theory: wB97M-V/def2-TZVPD

Geometry as XYZ:
```
28
Properties=species:S:1:pos:R:3
C 1.312 -2.249 -0.609
C 0.278 2.323 -0.044
C -3.279 0.646 0.438
C 2.099 0.373 1.081
C 2.021 -0.961 -0.997
C 0.392 0.896 -0.510
N -2.096 -0.313 0.104
N -0.867 -0.242 0.834
N 1.568 0.296 -0.319
O -0.191 0.527 -1.692
H 0.197 -2.150 -0.683
H 1.671 -3.087 -1.170
H 1.504 -2.422 0.436
H 1.281 2.643 -0.089
H -0.189 2.510 0.884
H -0.356 2.819 -0.641
H -3.448 0.662 1.519
H -2.803 1.471 -0.084
H -4.235 0.333 -0.088
H 2.351 1.318 1.419
H 1.421 -0.197 1.716
H 3.020 -0.362 0.997
H 1.846 -0.744 -2.044
H 3.134 -1.102 -0.885
H -1.790 -0.183 -0.909
H -1.034 0.175 1.735
H -2.416 -1.307 0.385
H -0.510 1.266 -2.242
```

Summary:
Charge ... +1
Highest occupied orbital energy ... -12.200 eV
Strongest force on any atom ... 5.07 eV/Å
Energy relative to the best compared isomer or geometry (same formula, charge and spin) ... 75.99 kcal/mol
DFT total energy ... -478.5433 hartree

[10]
Formula: C6H18N3OPRb
Source: the OMol25 dataset
Level of theory: wB97M-V/def2-TZVPD

Geometry as XYZ:
```
30
Properties=species:S:1:pos:R:3
Rb -1.613 -3.605 -2.799
O -0.355 -1.872 -0.970
P -0.072 -0.630 -0.191
N -0.407 -0.761 1.404
C 0.083 0.209 2.369
C -1.215 -1.866 1.906
N -0.959 0.675 -0.696
C -0.810 1.169 -2.052
C -1.907 1.420 0.116
N 1.508 -0.179 -0.367
C 2.388 -0.922 -1.274
C 1.920 1.215 -0.203
H 1.033 -0.088 2.823
H -0.641 0.279 3.183
H 0.203 1.200 1.938
H -1.776 -2.246 1.054
H -1.918 -1.532 2.670
H -0.585 -2.664 2.302
H -0.607 2.242 -2.068
H 0.012 0.632 -2.531
H -1.697 0.971 -2.665
H -2.732 1.782 -0.498
H -2.370 0.808 0.888
H -1.421 2.263 0.618
H 3.387 -0.990 -0.849
H 1.926 -1.869 -1.532
H 2.477 -0.374 -2.223
H 2.476 1.302 0.738
H 1.076 1.893 -0.096
H 2.593 1.539 -0.994
```

Summary:
Charge ... +1
Highest occupied orbital energy ... -11.490 eV
Strongest force on any atom ... 1.25 eV/Å
Energy relative to the best compared isomer or geometry (same formula, charge and spin) ... 0.00 kcal/mol
DFT total energy ... -844.2389 hartree

[11]
Formula: C6H18N3OPRb
Source: the OMol25 dataset
Level of theory: wB97M-V/def2-TZVPD

Geometry as XYZ:
```
30
Properties=species:S:1:pos:R:3
Rb 15.851 29.546 -16.675
O 16.143 31.037 -14.151
P 16.239 31.610 -12.756
N 17.666 32.621 -12.636
C 19.011 31.969 -12.525
C 17.723 33.881 -13.361
N 16.330 30.433 -11.503
C 16.051 29.001 -11.850
C 16.390 30.798 -10.066
N 14.956 32.648 -12.235
C 15.073 33.699 -11.225
C 13.943 32.975 -13.292
H 19.476 32.361 -11.620
H 19.564 32.045 -13.461
H 18.893 30.903 -12.335
H 17.644 33.811 -14.446
H 18.597 34.393 -12.958
H 16.816 34.378 -13.016
H 14.988 28.764 -11.912
H 16.412 28.806 -12.860
H 16.598 28.324 -11.194
H 16.691 29.882 -9.559
H 17.193 31.507 -9.864
H 15.425 31.111 -9.666
H 16.066 33.741 -10.776
H 14.983 34.695 -11.658
H 14.366 33.557 -10.408
H 13.566 32.037 -13.699
H 14.416 33.411 -14.172
H 13.071 33.571 -13.023
```

Summary:
Charge ... +2
Multiplicity ... 2
Expectation value of S² ... 0.762
Highest occupied orbital energy (alpha / beta) ... -15.576 / -15.571 eV
Strongest force on any atom ... 3.95 eV/Å
DFT total energy ... -843.8008 hartree

[12]
Formula: C6H18N6O12
Source: the OMol25 dataset
Level of theory: wB97M-V/def2-TZVPD

Geometry as XYZ:
```
42
Properties=species:S:1:pos:R:3
C 5.299 6.477 -3.136
N 5.921 6.610 -4.529
O 6.953 5.948 -4.781
O 5.333 7.288 -5.352
H 4.236 6.237 -3.124
H 5.247 7.513 -2.803
H 5.897 5.758 -2.576
C -4.466 -5.654 0.419
N -3.916 -4.862 -0.643
O -4.626 -3.901 -1.028
O -2.704 -4.995 -0.979
H -5.157 -6.327 -0.087
H -5.013 -5.077 1.164
H -3.593 -6.108 0.888
C -0.640 -1.390 7.714
N -2.063 -1.772 7.549
O -2.876 -1.196 8.285
O -2.336 -2.726 6.791
H -0.060 -1.722 6.853
H -0.280 -1.911 8.601
H -0.534 -0.306 7.767
C -0.516 0.887 -0.202
N -0.087 0.528 1.139
O -0.462 1.222 2.054
O 0.662 -0.423 1.301
H -0.289 0.027 -0.833
H 0.136 1.688 -0.552
H -1.559 1.177 -0.082
C -3.286 7.764 -5.661
N -2.122 6.901 -5.361
O -2.169 6.315 -4.299
O -1.208 7.005 -6.138
H -3.803 7.724 -4.702
H -3.807 7.185 -6.423
H -2.946 8.726 -6.045
C 3.119 -7.140 1.185
N 2.810 -8.595 1.417
O 3.612 -9.440 0.898
O 1.723 -8.871 1.854
H 3.080 -7.047 0.100
H 4.110 -6.932 1.590
H 2.380 -6.586 1.764
```

Summary:
Highest occupied orbital energy ... -11.080 eV
Structure (SMILES) ... C[N+](=O)[O-].C[N+](=O)[O-].C[N+](=O)[O-].C[N+](=O)[O-].C[N+](=O)[O-].C[N+](=O)[O-]
Strongest force on any atom ... 5.12 eV/Å
Energy relative to the best compared isomer or geometry (same formula, charge and spin) ... 40.87 kcal/mol
DFT total energy ... -1470.1912 hartree